A cluster of 10 separate species, C20H60O10 in total in a non-equilibrium geometry, computed with ωB97M-V/def2-TZVPD.

Structure (XYZ):
```
90
Properties=species:S:1:pos:R:3:lowdin_charge:R:1
C 4.762 -4.845 1.282 -0.092
C 3.761 -5.517 0.360 -0.328
O 4.418 -6.536 -0.341 -0.078
H 5.593 -4.401 0.734 0.070
H 5.229 -5.454 2.056 0.071
H 4.322 -4.053 1.887 0.069
H 3.329 -4.828 -0.367 0.109
H 2.884 -5.865 0.907 0.106
H 4.580 -7.303 0.212 0.089
C -6.242 0.721 1.834 -0.089
C -7.706 0.325 1.722 -0.325
O -8.547 1.424 1.352 -0.087
H -6.212 1.477 2.618 0.071
H -5.857 1.244 0.958 0.070
H -5.555 -0.106 2.013 0.073
H -8.022 -0.146 2.653 0.107
H -7.844 -0.339 0.868 0.105
H -9.416 1.027 1.259 0.075
C -2.949 -1.307 -3.936 -0.105
C -3.735 -0.529 -2.879 -0.301
O -3.041 0.709 -2.726 -0.080
H -2.607 -0.745 -4.806 0.070
H -3.612 -2.013 -4.435 0.064
H -2.011 -1.747 -3.596 0.064
H -3.764 -1.075 -1.937 0.110
H -4.720 -0.440 -3.338 0.104
H -2.739 0.640 -1.817 0.064
C 0.519 3.543 -3.970 -0.099
C 1.768 4.277 -3.665 -0.349
O 1.488 5.664 -3.580 -0.079
H 0.110 3.873 -4.925 0.078
H -0.231 3.696 -3.194 0.080
H 0.744 2.483 -4.087 0.076
H 2.501 4.210 -4.469 0.109
H 2.192 3.883 -2.742 0.106
H 2.165 6.116 -3.073 0.070
C -0.467 0.538 5.839 -0.085
C -1.397 -0.618 5.682 -0.350
O -1.463 -1.007 4.341 -0.092
H -0.532 1.008 6.821 0.076
H -0.618 1.312 5.087 0.078
H 0.569 0.201 5.796 0.074
H -2.433 -0.329 5.855 0.111
H -1.129 -1.492 6.277 0.113
H -2.097 -1.723 4.254 0.083
C 3.983 5.798 1.012 -0.097
C 3.717 7.175 0.419 -0.337
O 4.116 7.200 -0.912 -0.075
H 3.890 5.794 2.098 0.069
H 5.009 5.442 0.914 0.068
H 3.313 5.039 0.608 0.070
H 4.260 7.957 0.951 0.109
H 2.644 7.326 0.533 0.114
H 5.075 7.247 -0.924 0.086
C 6.991 -4.090 -3.240 -0.097
C 5.567 -3.670 -3.555 -0.318
O 4.835 -4.892 -3.625 -0.086
H 7.089 -4.788 -2.408 0.073
H 7.539 -3.164 -3.068 0.070
H 7.373 -4.584 -4.134 0.075
H 5.497 -3.192 -4.532 0.111
H 5.231 -2.929 -2.831 0.100
H 4.833 -5.308 -2.760 0.057
C -3.000 5.240 0.962 -0.081
C -2.558 4.558 2.226 -0.393
O -2.627 5.382 3.304 -0.061
H -3.996 5.667 1.082 0.075
H -3.048 4.459 0.204 0.074
H -2.320 6.046 0.686 0.078
H -1.527 4.205 2.242 0.117
H -3.214 3.702 2.383 0.106
H -3.573 5.526 3.384 0.086
C -1.389 -4.938 -0.571 -0.078
C -1.787 -6.438 -0.212 -0.259
O -2.795 -6.426 0.856 -0.110
H -2.229 -4.407 -1.018 0.061
H -0.500 -4.897 -1.200 0.062
H -1.107 -4.391 0.329 0.060
H -0.898 -6.917 0.198 0.096
H -2.207 -6.924 -1.093 0.101
H -2.962 -7.350 1.058 0.066
C 1.036 -0.785 -0.029 -0.081
C 0.483 0.648 0.122 -0.290
O -0.855 0.576 0.631 -0.105
H 0.440 -1.350 -0.745 0.067
H 1.099 -1.314 0.922 0.070
H 2.027 -0.727 -0.480 0.066
H 0.380 1.131 -0.849 0.105
H 1.034 1.295 0.804 0.105
H -0.852 0.116 1.473 0.065
```

As for the structure (SMILES): CCO.CCO.CCO.CCO.CCO.CCO.CCO.CCO.CCO.CCO. Its frontier orbital gap is 10.14 eV. The net charge is 0.



The ion C5H9N2 with charge +1 in a non-equilibrium geometry, computed with ωB97M-V/def2-TZVPD.

Structure (XYZ):
```
16
Properties=species:S:1:pos:R:3:lowdin_charge:R:1
C -0.198 -0.643 -1.135 0.164
C 1.459 -0.857 -0.975 0.011
C 1.197 0.806 1.019 -0.023
C 1.397 -0.644 0.589 -0.190
C -2.295 0.144 0.160 0.037
N 0.077 -0.152 1.061 -0.007
N -0.851 -0.120 -0.027 -0.087
H -0.563 -0.818 -2.115 0.122
H 1.781 -1.892 -1.213 0.129
H 1.559 1.203 1.986 0.135
H 1.182 1.439 0.188 0.097
H 1.882 -0.020 -1.519 0.112
H 2.022 -1.311 1.151 0.137
H -2.530 1.239 0.104 0.120
H -2.649 -0.501 -0.725 0.129
H -2.649 -0.254 1.129 0.113
```

As for the structure (SMILES): C[N+]1=CC[C@H]2CN21. Its frontier orbital gap is 9.24 eV. The net charge is +1.



The molecule CH3FN2O in a non-equilibrium geometry, computed with ωB97M-V/def2-TZVPD.

Structure (XYZ):
```
8
Properties=species:S:1:pos:R:3:lowdin_charge:R:1
C 1.064 0.596 -0.007 -0.463
N -1.405 -0.182 0.120 0.064
N 0.167 -0.409 -0.210 0.086
O 1.151 1.658 -0.493 0.164
F 2.426 -0.090 0.038 -0.077
H -1.786 0.622 0.414 -0.001
H -2.039 -0.934 -0.204 0.084
H 0.422 -1.261 0.342 0.144
```

As for the structure (SMILES): NNC(=O)F. Its frontier orbital gap is 10.27 eV. The net charge is 0.



A structure of composition C4H5F2N in a non-equilibrium geometry, computed with ωB97M-V/def2-TZVPD.

Structure (XYZ):
```
12
Properties=species:S:1:pos:R:3:lowdin_charge:R:1
C -0.512 1.360 0.024 -0.260
C -1.125 -0.033 0.243 -0.165
C 0.008 -0.905 -0.208 -0.144
C 1.325 -0.209 0.036 -0.455
N 0.726 1.562 -0.047 0.164
F 2.231 -0.402 -0.892 0.126
F 1.957 -0.355 1.223 0.095
H -1.263 2.068 -0.012 0.075
H -1.594 -0.289 1.299 0.156
H -1.933 0.111 -0.582 0.133
H 0.158 -1.888 0.250 0.127
H 0.021 -1.021 -1.333 0.148
```

Its frontier orbital gap is 10.54 eV. The net charge is 0.



A cluster of 2 separate species, CClO2S in total in a non-equilibrium geometry, computed with ωB97M-V/def2-TZVPD.

Structure (XYZ):
```
5
Properties=species:S:1:pos:R:3:lowdin_charge:R:1
C 0.645 1.036 0.607 -0.904
O 1.283 1.739 -0.060 0.063
O -0.691 -0.836 -1.578 -1.038
S -0.006 0.035 1.575 0.716
Cl -1.232 -1.974 -0.544 0.162
```

Its frontier orbital gap is 6.09 eV. The net charge is -1.



A structure of composition C21H33N4O4RuSSb2 in a non-equilibrium geometry, computed with ωB97M-V/def2-TZVPD.

Structure (XYZ):
```
66
Properties=species:S:1:pos:R:3:lowdin_charge:R:1
Ru 0.367 0.169 0.145 0.469
C 3.517 1.778 1.493 -0.256
Sb 1.496 1.544 2.049 1.447
C 1.059 3.436 2.861 -0.246
C 1.847 0.397 3.879 -0.242
C 0.609 0.140 4.647 -0.277
C 0.209 1.065 5.623 -0.042
C -0.924 0.861 6.376 -0.030
C -1.725 -0.277 6.152 -0.032
C -1.364 -1.187 5.193 -0.042
C -0.187 -1.024 4.440 -0.281
C 0.206 -2.081 3.498 -0.237
Sb -0.656 -1.805 1.495 1.452
C -0.234 -3.731 0.745 -0.256
C -2.712 -1.877 1.921 -0.264
H 4.098 2.035 2.378 0.040
H 3.590 2.584 0.765 0.017
H 3.881 0.856 1.054 0.006
H 1.835 3.635 3.606 0.044
H 0.072 3.446 3.319 0.027
H 1.104 4.183 2.070 0.017
H 2.522 1.072 4.411 0.088
H 2.383 -0.484 3.536 0.061
H 0.829 1.940 5.808 0.123
H -1.199 1.568 7.151 0.125
H -2.612 -0.438 6.752 0.125
H -1.972 -2.074 5.035 0.124
H -0.221 -3.052 3.765 0.092
H 1.273 -2.173 3.310 0.058
H -0.719 -4.462 1.393 0.039
H 0.841 -3.892 0.731 0.011
H -0.633 -3.822 -0.264 0.026
H -2.916 -2.787 2.491 0.038
H -3.260 -1.913 0.980 0.026
H -3.013 -1.000 2.490 0.019
N -3.501 2.071 0.157 0.226
C -2.423 1.548 -0.430 -0.583
N -2.274 1.716 -1.753 0.206
O -1.587 0.911 0.287 -0.258
H -4.205 2.582 -0.349 0.139
H -3.616 1.958 1.145 0.131
H -2.985 2.154 -2.317 0.140
H -1.570 1.195 -2.225 0.057
N 3.786 -2.538 0.285 0.225
C 2.996 -1.623 -0.287 -0.591
N 3.235 -1.287 -1.557 0.220
O 2.061 -1.115 0.418 -0.283
H 4.550 -2.972 -0.208 0.141
H 3.650 -2.784 1.245 0.127
H 3.962 -1.720 -2.101 0.142
H 2.643 -0.628 -2.010 0.031
O 1.658 7.326 -4.642 0.170
C 0.682 6.398 -4.668 -0.469
O -0.350 6.567 -5.236 0.199
C 0.882 5.109 -3.912 -0.050
C 0.489 3.925 -4.556 0.035
C 0.552 2.732 -3.889 -0.061
C 0.969 2.723 -2.526 -0.609
S 0.980 1.225 -1.740 0.832
C 1.366 3.920 -1.876 -0.053
C 1.325 5.098 -2.576 0.023
H 2.477 7.029 -4.235 0.125
H 0.128 3.969 -5.578 0.150
H 0.281 1.804 -4.384 0.123
H 1.696 3.903 -0.846 0.103
H 1.607 6.023 -2.084 0.143
```

Its frontier orbital gap (alpha / beta) is 3.69 / 4.26 eV. The net charge is +3.



These records have molecular weight values of 460.69; 97.14; 78.05; 105.09; 111.53; 782.18 g mol⁻¹, in the order they appear.
These records have electronic energy values of -42183.48748; -8300.62837; -8828.17934; -11152.21431; -28489.00665; -62930.26862 eV, in the order they appear.
These records have energy above the lowest of the compared OMol25 structures with the same formula, charge and spin values of 76.3; 117.7; 48.2; 29.2; 65.2; 22.2 kcal/mol, in the order they appear.